Model one:
An isolated molecule of C2H2N2OS. Source: the Open Molecules 2025 dataset; level of theory: ωB97M-V/def2-TZVPD.

The geometry in ORCA input format:
```
! RIJCOSX wB97M-V def2-TZVPD def2/J DEFGRID3
* xyz 0 1
S 1.93 -0.06 0.00
C 0.20 0.07 0.00
N -0.55 1.13 0.00
C -1.79 0.60 0.00
N -1.84 -0.70 0.01
O -0.49 -1.06 -0.01
H 2.07 1.29 -0.01
H -2.71 1.17 0.02
*
```

Summary:
Kohn-Sham gap: 0.3826 Ha
SMILES: Sc1ncno1
HOMO: -9.81 eV
Lowest unoccupied orbital energy: 0.0220 Ha

***

Model two:
A structure of composition C2H2N2OS. Source: the Open Molecules 2025 dataset; level of theory: ωB97M-V/def2-TZVPD.

The geometry in ORCA input format:
```
! RIJCOSX wB97M-V def2-TZVPD def2/J DEFGRID3
* xyz 0 1
C 0.09 0.05 0.19
C -1.56 -0.60 -0.74
H 0.56 0.07 2.26
H -2.36 -1.14 -1.23
N -1.05 -0.62 0.43
N 0.31 0.54 -0.99
O -0.87 0.06 -1.63
S 1.42 0.28 1.20
*
```

Summary:
Kohn-Sham gap: 0.3809 Ha
HOMO: -9.54 eV
Lowest unoccupied orbital energy: 0.0304 Ha

***

What is the stability order? It is model one, model two, from most stable to least stable.

***

Model one:
A cluster of 2 separate species, C5H12N3S in total. Source: the Open Molecules 2025 dataset; level of theory: ωB97M-V/def2-TZVPD.

The geometry in ORCA input format:
```
! RIJCOSX wB97M-V def2-TZVPD def2/J DEFGRID3
* xyz 1 1
C 1.40 -1.02 0.95
C -0.42 -0.58 -0.30
C -1.49 0.61 -0.41
C -0.67 -1.03 2.30
C 0.78 -0.30 -2.43
N 0.06 -0.95 1.06
N 1.88 -0.69 -0.26
N 0.81 -0.44 -1.02
S 1.23 3.49 0.34
H 2.04 -1.28 1.79
H -1.03 -1.42 -0.66
H -1.13 1.62 -0.14
H -2.35 0.14 0.14
H -1.75 0.81 -1.44
H -1.36 -0.14 2.18
H -1.21 -2.03 2.51
H 0.05 -0.97 3.00
H 0.61 0.69 -2.66
H 1.80 -0.41 -2.88
H -0.11 -0.78 -2.84
H 0.85 4.69 0.79
*
```

Summary:
Kohn-Sham gap (alpha / beta): 0.2754 / 0.2629 Ha
HOMO (alpha / beta): -13.16 / -12.64 eV
Lowest unoccupied orbital energy (alpha / beta): -0.2081 / -0.2014 Ha

***

Model two:
A cluster of 2 separate species, C5H12N3S in total. Source: the Open Molecules 2025 dataset; level of theory: ωB97M-V/def2-TZVPD.

The geometry in ORCA input format:
```
! RIJCOSX wB97M-V def2-TZVPD def2/J DEFGRID3
* xyz 1 1
C 0.80 -1.46 0.99
C 1.96 -1.70 0.25
C 0.19 -0.25 0.77
C 0.87 0.80 -0.11
C 1.63 1.73 0.71
N -0.95 0.13 1.31
N 0.01 1.40 -1.04
N -1.63 -1.41 -1.34
S 2.30 -0.39 -0.84
H 0.28 -2.17 1.55
H 2.58 -2.65 0.26
H 0.96 2.40 1.20
H 2.54 2.17 0.29
H 2.17 1.15 1.47
H -0.96 1.09 1.29
H -1.60 -0.43 1.79
H -0.59 0.75 -1.63
H 0.43 2.10 -1.63
H -1.98 -0.99 -2.11
H -2.31 -1.19 -0.61
H -1.80 -2.37 -1.50
*
```

Summary:
Kohn-Sham gap (alpha / beta): 0.3007 / 0.3008 Ha
HOMO (alpha / beta): -12.90 / -12.90 eV
Lowest unoccupied orbital energy (alpha / beta): -0.1735 / -0.1734 Ha

***

What is the stability order? It is model two, model one, from most stable to least stable.

***

Model one:
An isolated molecule of C3H4O2S. Source: the Open Molecules 2025 dataset; level of theory: ωB97M-V/def2-TZVPD.

The geometry in ORCA input format:
```
! RIJCOSX wB97M-V def2-TZVPD def2/J DEFGRID3
* xyz 0 1
O 0.34 -1.90 0.05
C 0.66 -0.76 -0.09
O 1.99 -0.41 0.05
C -0.17 0.50 -0.35
C -1.48 0.63 0.44
S -2.83 -0.04 -0.06
H 2.68 -1.06 0.15
H -0.21 0.31 -1.48
H 0.36 1.42 -0.03
H -1.35 1.32 1.32
*
```

Summary:
Kohn-Sham gap: 0.3121 Ha
SMILES: O=C(O)CC=S
HOMO: -8.99 eV
Lowest unoccupied orbital energy: -0.0183 Ha

***

Model two:
An isolated molecule of C3H4O2S. Source: the Open Molecules 2025 dataset; level of theory: ωB97M-V/def2-TZVPD.

The geometry in ORCA input format:
```
! RIJCOSX wB97M-V def2-TZVPD def2/J DEFGRID3
* xyz 0 1
C -1.16 -0.30 0.10
C 0.18 0.22 -0.22
S 0.91 -0.74 -1.53
O 0.25 1.71 -0.31
C 0.97 1.04 0.62
O 1.71 1.21 1.54
H -1.72 -0.41 -0.79
H -1.67 0.29 0.83
H -0.97 -1.38 0.45
H 1.48 -1.63 -0.69
*
```

Summary:
Kohn-Sham gap: 0.3840 Ha
SMILES: C[C@@]1(S)OC1=O
HOMO: -9.96 eV
Lowest unoccupied orbital energy: 0.0181 Ha

***

Model three:
A structure of composition C3H4O2S. Source: the Open Molecules 2025 dataset; level of theory: ωB97M-V/def2-TZVPD.

The geometry in ORCA input format:
```
! RIJCOSX wB97M-V def2-TZVPD def2/J DEFGRID3
* xyz 0 1
C 0.36 1.18 -0.12
C 0.17 -1.07 1.22
C 0.02 -0.07 0.16
O -0.50 -2.10 1.25
O 0.11 1.70 -1.40
S -1.45 -1.04 -1.41
H 0.73 1.86 0.54
H 1.08 -0.85 1.92
H 0.48 2.55 -1.31
H -1.00 -2.16 -0.84
*
```

Summary:
Kohn-Sham gap: 0.3002 Ha
HOMO: -8.98 eV
Lowest unoccupied orbital energy: -0.0298 Ha

***

Model four:
An isolated molecule of C3H4O2S. Source: the Open Molecules 2025 dataset; level of theory: ωB97M-V/def2-TZVPD.

The geometry in ORCA input format:
```
! RIJCOSX wB97M-V def2-TZVPD def2/J DEFGRID3
* xyz 0 1
C -1.65 -0.55 0.09
C 0.68 -0.54 0.52
C 0.65 0.67 -0.47
O -2.80 -0.59 -0.23
O -0.59 -1.20 0.23
S -0.39 1.94 0.28
H 1.66 -1.07 0.31
H 0.53 0.01 1.39
H 1.67 0.93 -0.62
H 0.24 0.40 -1.48
*
```

Summary:
Kohn-Sham gap: 0.2724 Ha
HOMO: -8.29 eV
Lowest unoccupied orbital energy: -0.0322 Ha

***

What is the stability order? It is model one, model two, model four, model three, from most stable to least stable.

***

Model one:
An isolated molecule of C3H4O2S. Source: the Open Molecules 2025 dataset; level of theory: ωB97M-V/def2-TZVPD.

The geometry in ORCA input format:
```
! RIJCOSX wB97M-V def2-TZVPD def2/J DEFGRID3
* xyz 0 1
C 1.12 -1.01 -1.86
C 0.44 -0.78 -0.90
S -0.73 -0.40 0.32
C -0.08 1.15 1.00
O -0.77 -1.41 1.30
O -1.92 -0.15 -0.44
H 1.71 -1.45 -2.64
H -0.38 1.07 1.96
H 0.95 0.83 0.80
H -0.33 2.15 0.47
*
```

Summary:
Kohn-Sham gap (alpha / beta): 0.4311 / 0.4314 Ha
SMILES: C#CS(C)(=O)=O
HOMO (alpha / beta): -10.98 / -10.98 eV
Lowest unoccupied orbital energy (alpha / beta): 0.0277 / 0.0277 Ha

***

Model two:
An isolated molecule of C3H4O2S. Source: the Open Molecules 2025 dataset; level of theory: ωB97M-V/def2-TZVPD.

The geometry in ORCA input format:
```
! RIJCOSX wB97M-V def2-TZVPD def2/J DEFGRID3
* xyz 0 1
O 2.21 -0.44 -0.52
C 1.23 0.23 -0.33
O 1.29 1.49 0.14
C -0.15 -0.43 -0.52
C -1.01 -0.53 0.64
S -1.65 0.61 -0.60
H 0.39 1.90 0.08
H -0.07 -1.24 -1.22
H -0.71 -0.10 1.62
H -1.53 -1.49 0.72
*
```

Summary:
Kohn-Sham gap: 0.3829 Ha
SMILES: O=C(O)[C@H]1CS1
HOMO: -9.82 eV
Lowest unoccupied orbital energy: 0.0218 Ha

***

Model three:
An isolated molecule of C3H4O2S. Source: the Open Molecules 2025 dataset; level of theory: ωB97M-V/def2-TZVPD.

The geometry in ORCA input format:
```
! RIJCOSX wB97M-V def2-TZVPD def2/J DEFGRID3
* xyz 0 1
O 1.70 -0.23 1.94
C 1.22 0.05 0.88
C 0.31 -0.87 0.13
O -0.20 -0.08 -1.07
C -1.26 0.69 -0.83
S -1.90 1.66 -1.94
H 1.36 1.07 0.38
H -0.46 -1.29 0.76
H 0.85 -1.64 -0.41
H -1.62 0.63 0.18
*
```

Summary:
Kohn-Sham gap: 0.3333 Ha
SMILES: O=CCOC=S
HOMO: -9.15 eV
Lowest unoccupied orbital energy: -0.0028 Ha

***

Model four:
A structure of composition C3H4O2S. Source: the Open Molecules 2025 dataset; level of theory: ωB97M-V/def2-TZVPD.

The geometry in ORCA input format:
```
! RIJCOSX wB97M-V def2-TZVPD def2/J DEFGRID3
* xyz 0 1
C 1.13 -0.05 -0.41
C 0.14 0.09 -1.30
C 0.43 -0.07 0.95
O -2.03 1.20 0.24
O -1.73 -1.31 0.02
S -1.17 -0.05 0.05
H 2.17 -0.23 -0.42
H 0.18 0.44 -2.23
H 0.50 -0.92 1.65
H 0.36 0.90 1.44
*
```

Summary:
Kohn-Sham gap: 0.4175 Ha
HOMO: -10.65 eV
Lowest unoccupied orbital energy: 0.0261 Ha

***

What is the stability order? It is model two, model three, model four, model one, from most stable to least stable.

***

Model one:
An isolated molecule of C3H4O2S. Source: the Open Molecules 2025 dataset; level of theory: ωB97M-V/def2-TZVPD.

The geometry in ORCA input format:
```
! RIJCOSX wB97M-V def2-TZVPD def2/J DEFGRID3
* xyz 0 1
C -1.02 -0.02 0.48
C -1.34 0.58 -0.64
C 0.33 -0.55 0.71
O 1.51 -0.66 -1.62
O 2.22 1.35 -0.36
S 1.20 0.41 -0.73
H -1.78 -0.12 1.14
H -2.12 1.06 -1.10
H 0.82 -0.46 1.72
H 0.18 -1.59 0.39
*
```

Summary:
Kohn-Sham gap (alpha / beta): 0.2987 / 0.3075 Ha
HOMO (alpha / beta): -9.46 / -9.27 eV
Lowest unoccupied orbital energy (alpha / beta): -0.0492 / -0.0333 Ha

***

Model two:
A cluster of 2 separate species, C3H4O2S in total. Source: the Open Molecules 2025 dataset; level of theory: ωB97M-V/def2-TZVPD.

The geometry in ORCA input format:
```
! RIJCOSX wB97M-V def2-TZVPD def2/J DEFGRID3
* xyz 0 1
O 3.59 -0.34 -0.60
C 3.04 0.09 0.30
O 2.48 0.52 1.22
C -1.99 -0.62 0.17
C -0.73 -0.11 0.09
S -0.14 1.14 -0.92
H -2.30 -1.29 0.83
H -2.74 -0.03 -0.29
H 0.11 -0.45 0.85
H -1.33 1.08 -1.65
*
```

Summary:
Kohn-Sham gap: 0.3384 Ha
SMILES: O=C=O.C=CS
HOMO: -8.66 eV
Lowest unoccupied orbital energy: 0.0203 Ha

***

What is the stability order? It is model two, model one, from most stable to least stable.

***

Model one:
The ion C4H8NO2 with charge -1. Source: the Open Molecules 2025 dataset; level of theory: ωB97M-V/def2-TZVPD.

The geometry in ORCA input format:
```
! RIJCOSX wB97M-V def2-TZVPD def2/J DEFGRID3
* xyz -1 1
C -1.72 -0.12 0.35
C -0.45 -0.46 -0.46
C -0.01 0.77 -1.24
O -0.74 1.69 -1.55
N 0.66 -1.05 0.32
C 1.73 -0.03 0.59
O 1.22 1.20 0.76
H -2.60 -0.64 -0.02
H -1.92 0.93 0.17
H -1.50 -0.25 1.40
H -0.66 -1.19 -1.26
H 1.04 0.81 -1.57
H 0.29 -1.22 1.25
H 2.22 -0.41 1.52
H 2.45 -0.04 -0.26
*
```

Summary:
Kohn-Sham gap: 0.2724 Ha
SMILES: C[C@@H](C=O)NC[O-]
HOMO: -3.11 eV
Lowest unoccupied orbital energy: 0.1583 Ha

***

Model two:
The ion C4H8NO2 with charge -1. Source: the Open Molecules 2025 dataset; level of theory: ωB97M-V/def2-TZVPD.

The geometry in ORCA input format:
```
! RIJCOSX wB97M-V def2-TZVPD def2/J DEFGRID3
* xyz -1 1
N -1.28 -0.88 -0.33
C -0.21 -0.24 0.40
C -0.69 1.00 1.24
O -1.53 1.78 0.50
C 1.00 0.21 -0.46
C 1.50 -0.89 -1.29
O 1.51 -0.97 -2.50
H -2.03 -0.99 0.34
H -1.62 -0.22 -1.02
H 0.18 -0.98 1.13
H 0.22 1.54 1.55
H -1.16 0.57 2.15
H 0.52 1.01 -1.06
H 1.71 0.83 0.09
H 1.89 -1.78 -0.75
*
```

Summary:
Kohn-Sham gap: 0.2414 Ha
SMILES: N[C@H](C[O-])CC=O
HOMO: -2.66 eV
Lowest unoccupied orbital energy: 0.1437 Ha

***

What is the stability order? It is model one, model two, from most stable to least stable.

***

Model one:
A cluster of 2 separate species, C2H5BrOS in total. Source: the Open Molecules 2025 dataset; level of theory: ωB97M-V/def2-TZVPD.

The geometry in ORCA input format:
```
! RIJCOSX wB97M-V def2-TZVPD def2/J DEFGRID3
* xyz 0 1
C 2.12 0.18 1.38
C -2.18 -0.05 -1.73
O -2.31 -1.00 -0.86
S 0.46 -0.13 0.83
Br -1.09 1.45 -1.50
H 1.90 0.68 2.29
H 2.74 1.01 0.79
H 2.70 -0.70 1.49
H -2.55 -0.51 -2.67
H -1.79 -0.92 -0.02
*
```

Summary:
Kohn-Sham gap (alpha / beta): 0.1701 / 0.1245 Ha
HOMO (alpha / beta): -6.78 / -6.15 eV
Lowest unoccupied orbital energy (alpha / beta): -0.0789 / -0.1013 Ha

***

Model two:
A cluster of 2 separate species, C2H5BrOS in total. Source: the Open Molecules 2025 dataset; level of theory: ωB97M-V/def2-TZVPD.

The geometry in ORCA input format:
```
! RIJCOSX wB97M-V def2-TZVPD def2/J DEFGRID3
* xyz 0 1
O 1.11 0.66 -3.99
C 1.76 0.63 -2.99
Br 3.33 -0.45 -2.82
H 1.51 1.35 -2.24
C -0.53 -0.25 1.30
S 1.20 0.10 0.94
H -0.91 -1.31 1.46
H -1.07 0.17 0.39
H -0.74 0.52 2.08
H 0.98 1.41 1.24
*
```

Summary:
Kohn-Sham gap: 0.3599 Ha
SMILES: O=CBr.CS
HOMO: -9.20 eV
Lowest unoccupied orbital energy: 0.0220 Ha

***

What is the stability order? It is model two, model one, from most stable to least stable.

***

Model one:
A structure of composition C21H26N2O5S. Source: the Open Molecules 2025 dataset; level of theory: ωB97M-V/def2-TZVPD.

The geometry in ORCA input format:
```
! RIJCOSX wB97M-V def2-TZVPD def2/J DEFGRID3
* xyz 0 1
C 3.51 2.79 0.99
H 2.61 2.87 1.34
O 4.00 1.53 0.75
C 3.12 0.56 0.01
C 2.00 0.84 -0.86
C 1.15 0.06 -1.41
C 1.45 -1.32 -1.32
C 2.60 -1.62 -0.86
C 3.34 -0.75 -0.06
O 4.46 -1.41 0.69
C 4.84 -0.61 1.93
H 3.97 -0.50 2.49
H 5.50 -0.09 1.63
H 5.55 -1.50 2.38
H 2.88 -2.70 -0.86
C 0.61 -2.19 -2.13
N -0.64 -1.82 -2.23
C -1.69 -2.03 -1.32
O -2.62 -1.27 -1.45
C -1.40 -3.07 -0.31
N -0.43 -2.80 0.49
S -1.00 -1.97 2.15
O 0.31 -1.78 2.82
O -2.02 -2.80 2.69
C -1.50 -0.28 1.28
C -0.52 0.61 1.41
C -1.07 1.64 1.02
C -2.38 2.18 0.70
C -3.40 0.92 0.97
C -2.80 -0.32 1.33
H -3.49 -1.01 1.33
C -4.80 1.10 0.42
H -4.87 1.43 -0.48
H -5.33 0.08 0.72
H -5.23 1.86 1.15
C -2.86 3.57 0.31
H -3.36 3.30 -0.87
H -2.08 4.09 0.48
H -3.66 3.80 0.99
H -0.51 2.79 1.04
H 0.52 0.34 1.81
H 0.34 -2.32 0.49
H -2.39 -3.37 0.16
H -1.12 -4.16 -0.94
C -0.86 -0.34 -3.06
C 0.14 0.62 -2.20
H 0.36 1.39 -2.81
H -0.56 0.95 -1.40
H -1.77 -0.04 -3.21
H -0.43 -0.46 -3.92
H 0.75 -3.11 -1.87
H 1.05 -2.19 -3.35
H 1.89 2.13 -0.81
H 3.55 3.23 0.05
H 4.30 3.17 1.70
*
```

Summary:
Kohn-Sham gap: 0.3108 Ha
HOMO: -8.40 eV
Lowest unoccupied orbital energy: 0.0021 Ha

***

Model two:
An isolated molecule of C21H26N2O5S. Source: the Open Molecules 2025 dataset; level of theory: ωB97M-V/def2-TZVPD.

The geometry in ORCA input format:
```
! RIJCOSX wB97M-V def2-TZVPD def2/J DEFGRID3
* xyz 0 1
C 3.40 5.62 2.94
O 2.81 4.44 3.43
C 1.44 4.58 3.72
C 0.90 3.28 4.31
N 0.68 2.24 3.33
C 1.83 1.59 2.74
C 2.16 2.14 1.34
O 2.92 1.25 0.56
C 4.26 1.11 0.99
C -0.59 2.04 2.90
O -1.53 2.71 3.28
C -0.80 0.91 1.93
C -1.28 1.18 0.65
C -1.54 0.17 -0.25
C -1.34 -1.17 0.10
S -1.62 -2.51 -0.98
C -2.07 -1.66 -2.57
C -2.24 -2.73 -3.60
C -1.15 -3.20 -4.31
C -1.30 -4.20 -5.25
C -2.54 -4.77 -5.50
C -2.70 -5.87 -6.50
C -3.64 -4.30 -4.77
C -3.49 -3.30 -3.84
C -0.89 -1.43 1.40
N -0.67 -2.76 1.82
O -0.96 -3.66 1.04
O -0.22 -2.96 2.93
C -0.62 -0.40 2.31
H 3.31 6.44 3.67
H 2.93 5.94 2.00
H 4.45 5.40 2.77
H 0.88 4.83 2.80
H 1.30 5.39 4.44
H -0.06 3.48 4.78
H 1.61 2.92 5.06
H 1.67 0.52 2.65
H 2.68 1.77 3.41
H 2.67 3.11 1.43
H 1.23 2.27 0.78
H 4.77 0.53 0.22
H 4.34 0.59 1.94
H 4.74 2.09 1.08
H -1.47 2.21 0.36
H -1.91 0.43 -1.22
H -1.26 -0.99 -2.83
H -3.00 -1.12 -2.41
H -0.17 -2.77 -4.13
H -0.44 -4.55 -5.80
H -3.70 -5.86 -6.93
H -2.56 -6.83 -6.01
H -1.96 -5.78 -7.29
H -4.61 -4.73 -4.95
H -4.35 -2.95 -3.28
H -0.30 -0.67 3.30
*
```

Summary:
Kohn-Sham gap: 0.2928 Ha
SMILES: COCCN(CCOC)C(=O)c1ccc(SCc2ccc(C)cc2)c([N+](=O)[O-])c1
HOMO: -8.51 eV
Lowest unoccupied orbital energy: -0.0200 Ha

***

What is the stability order? It is model two, model one, from most stable to least stable.